[1]
{"formula": "C32H30N3O2PSe4TeTi", "method": "wB97M-V/def2-TZVPD", "e_above_lowest_kcal_mol": 42.2, "multiplicity": 2, "total_charge": -1, "gap_ha": [0.18691, 0.17375], "species": ["Ti", "O", "C", "O", "C", "C", "C", "N", "C", "C", "C", "C", "C", "C", "C", "N", "C", "C", "C", "C", "C", "N", "H", "H", "H", "H", "H", "H", "H", "H", "H", "H", "C", "Se", "C", "C", "Se", "C", "H", "H", "H", "H", "H", "H", "H", "H", "H", "H", "Se", "P", "Se", "C", "C", "C", "C", "C", "C", "C", "C", "C", "C", "C", "C", "H", "H", "H", "H", "H", "H", "H", "H", "H", "H", "Te"], "coordinates": [[0.5072, 0.5102, 0.1573], [6.4591, 3.9023, -0.5519], [5.3484, 4.4679, -0.6339], [5.0228, 5.6192, -0.9843], [4.1498, 3.5176, -0.4121], [2.8465, 3.9595, -0.5534], [1.7957, 3.0685, -0.4333], [2.0084, 1.7686, -0.1342], [3.2835, 1.3188, -0.0453], [4.3573, 2.1672, -0.1845], [3.3923, -0.1406, 0.1265], [4.6047, -0.8166, 0.1603], [4.6085, -2.1919, 0.2336], [3.3984, -2.8682, 0.2353], [2.2364, -2.1330, 0.1882], [2.2211, -0.7906, 0.1701], [0.4025, 3.3631, -0.7931], [-0.0730, 4.6426, -1.0174], [-1.3599, 4.8012, -1.4847], [-2.1288, 3.6725, -1.7012], [-1.5931, 2.4340, -1.4130], [-0.3474, 2.2639, -0.9614], [2.6932, 5.0007, -0.8041], [5.3826, 1.8217, -0.1303], [5.5281, -0.2569, 0.1164], [5.5446, -2.7360, 0.2618], [3.3518, -3.9478, 0.2596], [1.2749, -2.6129, 0.1359], [0.5642, 5.4945, -0.8230], [-1.7676, 5.7909, -1.6527], [-3.1480, 3.7387, -2.0589], [-2.1892, 1.5476, -1.5389], [0.5423, -3.0809, 2.7766], [-0.3238, -1.3473, 2.3365], [0.0752, -0.5774, 4.0890], [1.5219, -0.1705, 4.3308], [2.3142, 0.9805, 2.9800], [1.6830, 2.7106, 3.5789], [0.2200, -3.3963, 3.7668], [1.6281, -3.0075, 2.7509], [0.2118, -3.8176, 2.0454], [-0.2182, -1.3548, 4.7919], [-0.5994, 0.2589, 4.1868], [2.1710, -1.0414, 4.3648], [1.6109, 0.3560, 5.2804], [2.0530, 2.9072, 4.5814], [0.5989, 2.7504, 3.5298], [2.1007, 3.4370, 2.8856], [-0.1358, -0.8591, -1.9054], [-2.1480, -1.0454, -0.9146], [-1.0372, 1.3768, 1.6871], [-3.3592, -0.7986, -2.3013], [-4.6542, -0.4446, -1.9192], [-5.6384, -0.2003, -2.8693], [-5.3407, -0.3116, -4.2210], [-4.0527, -0.6599, -4.6141], [-3.0654, -0.8884, -3.6604], [-2.3553, -2.8831, -0.7247], [-2.1272, -3.7944, -1.7581], [-2.3338, -5.1526, -1.5661], [-2.7651, -5.6259, -0.3282], [-2.9901, -4.7325, 0.7074], [-2.7909, -3.3658, 0.5065], [-4.8876, -0.3470, -0.8623], [-6.6343, 0.0904, -2.5532], [-6.1040, -0.1133, -4.9651], [-3.8107, -0.7458, -5.6676], [-2.0532, -1.1163, -3.9769], [-1.7723, -3.4322, -2.7177], [-2.1621, -5.8469, -2.3818], [-2.9268, -6.6877, -0.1776], [-3.3242, -5.0924, 1.6739], [-2.9807, -2.6660, 1.3096], [-2.5146, 3.3590, 2.1906]], "lowdin_charge": [0.189, -0.046, -0.680, -0.039, -0.072, 0.074, -0.162, -0.012, -0.236, 0.062, -0.245, 0.011, -0.043, -0.044, -0.178, -0.056, -0.225, 0.001, -0.065, -0.061, -0.168, -0.069, 0.121, 0.119, 0.118, 0.112, 0.112, 0.074, 0.118, 0.113, 0.113, 0.068, -0.357, 0.790, -0.545, -0.525, 0.958, -0.371, 0.019, 0.010, 0.014, 0.060, 0.024, 0.049, 0.067, 0.023, -0.034, 0.025, 0.369, 0.667, -0.169, -0.442, -0.109, -0.096, -0.104, -0.092, -0.126, -0.430, -0.111, -0.092, -0.105, -0.096, -0.130, 0.104, 0.098, 0.095, 0.097, 0.056, 0.088, 0.097, 0.095, 0.098, 0.079, -0.052]}



[2]
{"formula": "C32H30N3O7RhSb", "method": "wB97M-V/def2-TZVPD", "e_above_lowest_kcal_mol": 56.1, "multiplicity": 1, "total_charge": -1, "gap_ha": [0.20997, 0.21006], "species": ["Rh", "N", "C", "C", "O", "N", "C", "C", "O", "O", "H", "H", "H", "H", "H", "H", "O", "C", "O", "C", "C", "C", "N", "C", "C", "C", "O", "O", "H", "H", "H", "C", "C", "C", "C", "C", "C", "C", "Sb", "C", "C", "C", "C", "C", "C", "C", "C", "C", "C", "C", "C", "C", "C", "H", "H", "H", "H", "H", "H", "H", "H", "H", "H", "H", "H", "H", "H", "H", "H", "H", "H", "H", "H", "H"], "coordinates": [[0.2523, 0.1052, -0.1932], [2.4903, -0.7239, 0.4041], [2.3450, -1.4227, 1.6785], [1.3123, -0.7077, 2.5641], [1.5262, -0.5796, 3.7631], [0.2099, -0.2730, 1.9197], [-0.4795, 0.7873, 2.5369], [-0.0628, 2.1820, 1.7935], [-0.6505, 3.1695, 2.1834], [0.7913, 2.0462, 0.9022], [3.0302, -1.2708, -0.2622], [2.9579, 0.1715, 0.5490], [3.2827, -1.4692, 2.2527], [2.0184, -2.4478, 1.4885], [-0.2247, 0.9109, 3.5967], [-1.5614, 0.7207, 2.4041], [3.0520, -5.6133, -2.2886], [2.2652, -5.1134, -3.0797], [1.9666, -5.3028, -4.2456], [1.4407, -3.9264, -2.4097], [0.9873, -4.0433, -1.1025], [0.2658, -2.9987, -0.5583], [0.0480, -1.8644, -1.2292], [0.4955, -1.7714, -2.4869], [1.1778, -2.7808, -3.1404], [0.2371, -0.3912, -3.1333], [-0.3073, -0.3345, -4.2212], [0.6329, 0.5413, -2.3852], [1.1730, -4.9460, -0.5413], [-0.1637, -3.0495, 0.4343], [1.4800, -2.6750, -4.1713], [-3.0724, -1.2926, -1.7446], [-3.9027, -0.1863, -2.3191], [-5.0625, -0.5031, -3.0209], [-5.8358, 0.4752, -3.6166], [-5.4548, 1.8013, -3.5163], [-4.3098, 2.1276, -2.8144], [-3.5298, 1.1497, -2.2180], [-1.7782, 1.8298, -1.1236], [-3.0539, 3.1211, 0.1195], [-3.5674, 2.4032, 1.1931], [-4.3384, 2.9938, 2.1724], [-4.5990, 4.3498, 2.0934], [-4.1224, 5.0675, 1.0171], [-3.3625, 4.4724, 0.0120], [-2.9544, 5.3403, -1.1420], [-0.9892, 3.0788, -2.6987], [-1.3077, 2.7519, -4.0071], [-0.7636, 3.4618, -5.0629], [0.1119, 4.5012, -4.8082], [0.4468, 4.8130, -3.5021], [-0.0800, 4.1024, -2.4301], [0.3417, 4.4215, -1.0335], [-3.6719, -2.1848, -1.5745], [-2.6014, -0.9976, -0.8044], [-2.2841, -1.5440, -2.4542], [-5.3603, -1.5401, -3.1032], [-6.7297, 0.2035, -4.1626], [-6.0465, 2.5758, -3.9819], [-4.0127, 3.1622, -2.7294], [-3.3569, 1.3415, 1.2611], [-4.7204, 2.4090, 2.9981], [-5.1731, 4.8423, 2.8647], [-4.3328, 6.1264, 0.9440], [-2.2633, 6.1131, -0.8071], [-3.8342, 5.8385, -1.5512], [-2.4779, 4.7619, -1.9286], [-1.9713, 1.9243, -4.2089], [-1.0161, 3.1924, -6.0783], [0.5442, 5.0606, -5.6270], [1.1480, 5.6141, -3.3082], [0.8166, 5.3993, -0.9776], [1.0542, 3.6687, -0.6946], [-0.5005, 4.3949, -0.3411]], "lowdin_charge": [1.005, 0.033, -0.160, -0.546, 0.027, -0.077, -0.160, -0.717, 0.039, -0.119, 0.108, 0.105, 0.124, 0.106, 0.117, 0.086, -0.022, -0.739, -0.007, -0.081, -0.003, -0.137, -0.011, -0.190, 0.062, -0.657, 0.071, -0.151, 0.118, 0.111, 0.135, -0.067, -0.295, -0.049, -0.084, -0.085, -0.127, -0.290, 1.696, -0.278, -0.156, -0.081, -0.081, -0.052, -0.291, -0.056, -0.315, -0.122, -0.075, -0.081, -0.049, -0.316, -0.052, 0.083, 0.037, 0.077, 0.110, 0.101, 0.100, 0.092, 0.081, 0.104, 0.100, 0.112, 0.090, 0.087, 0.041, 0.093, 0.104, 0.099, 0.107, 0.087, 0.075, 0.054]}



[3]
{"formula": "C32H30N5NaO4S4", "method": "wB97M-V/def2-TZVPD", "e_above_lowest_kcal_mol": 4.7, "multiplicity": 1, "total_charge": -2, "gap_ha": 0.17293, "species": ["Na", "C", "C", "C", "C", "C", "C", "H", "H", "H", "H", "H", "H", "O", "C", "C", "C", "C", "C", "C", "C", "O", "N", "N", "C", "C", "C", "C", "C", "C", "N", "H", "H", "H", "H", "H", "H", "H", "H", "H", "H", "O", "C", "S", "C", "C", "S", "S", "S", "C", "C", "N", "C", "C", "C", "O", "C", "C", "C", "C", "N", "C", "H", "H", "H", "H", "H", "H", "H", "H", "H", "H", "H", "H", "H", "H"], "coordinates": [[-0.5677, -0.1844, 0.5218], [0.1636, -4.5295, -0.3760], [0.3690, -3.5481, -1.3348], [1.1755, -2.4506, -1.0507], [1.7863, -2.3401, 0.1924], [1.5660, -3.3174, 1.1600], [0.7587, -4.4114, 0.8771], [-0.4845, -5.3743, -0.5874], [-0.1243, -3.6035, -2.2965], [1.2998, -1.6605, -1.7808], [2.3923, -1.4682, 0.4026], [2.0078, -3.2094, 2.1431], [0.5724, -5.1619, 1.6362], [-0.5928, 2.0320, 6.0600], [0.2356, 0.9784, 6.0847], [0.8202, 0.6226, 7.3030], [1.6857, -0.4561, 7.3808], [1.9827, -1.2005, 6.2442], [1.3995, -0.8473, 5.0353], [0.5283, 0.2296, 4.9282], [-0.0635, 0.5360, 3.5783], [0.2028, -0.2252, 2.6090], [-0.8311, 1.6146, 3.5769], [-1.5119, 1.9001, 2.3969], [-0.8886, 2.6067, 1.5526], [-1.4922, 2.9953, 0.2531], [-0.7236, 3.7206, -0.6502], [-1.2209, 3.9553, -1.9181], [-2.4706, 3.4586, -2.2458], [-3.1742, 2.7675, -1.2696], [-2.7132, 2.5498, -0.0446], [-0.8955, 2.0981, 5.0875], [0.5762, 1.2141, 8.1772], [2.1305, -0.7159, 8.3355], [2.6593, -2.0446, 6.3006], [1.5973, -1.4009, 4.1259], [0.1430, 2.9178, 1.7352], [0.2790, 4.0202, -0.3789], [-0.6194, 4.4742, -2.6541], [-2.8806, 3.5680, -3.2411], [-4.1483, 2.3450, -1.4951], [1.1752, 1.2161, -6.4268], [0.8810, 0.9730, -5.2688], [1.7966, 1.5091, -3.8713], [0.7448, 0.8826, -2.5784], [-0.3736, 0.2486, -3.0007], [-1.6706, -0.4703, -2.0927], [-0.5850, 0.1494, -4.7645], [1.3490, 1.2027, -0.9751], [-2.4267, -7.0835, -1.7370], [-3.7419, -6.3430, -1.9529], [-3.6906, -4.9400, -1.5780], [-3.1010, -4.0195, -2.5581], [-4.0675, -3.5736, -3.6394], [-3.7812, -4.6377, -0.2516], [-3.8919, -5.5006, 0.6083], [-3.8175, -3.1661, 0.0720], [-4.9352, -2.4114, -0.2428], [-4.9637, -1.0745, 0.1062], [-3.8478, -0.5178, 0.7169], [-2.7573, -1.2277, 0.9993], [-2.7577, -2.5272, 0.6996], [-2.5170, -8.1195, -2.0721], [-2.1736, -7.0826, -0.6771], [-1.6124, -6.6165, -2.2940], [-4.5295, -6.8205, -1.3693], [-4.0300, -6.3807, -3.0058], [-2.2386, -4.5199, -3.0098], [-2.6943, -3.1432, -2.0582], [-4.4337, -4.4139, -4.2370], [-3.5622, -2.8672, -4.2982], [-4.9229, -3.0650, -3.1928], [-5.7698, -2.8788, -0.7543], [-5.8258, -0.4566, -0.1090], [-3.7921, 0.5400, 0.9509], [-1.8650, -3.0876, 0.9607]], "lowdin_charge": [0.063, -0.112, -0.094, -0.092, -0.088, -0.089, -0.111, 0.074, 0.089, 0.080, 0.092, 0.094, 0.094, 0.012, -0.294, -0.045, -0.127, -0.121, -0.035, -0.070, -0.470, -0.078, 0.001, 0.058, -0.125, -0.290, -0.078, -0.071, -0.074, -0.169, 0.112, 0.056, 0.100, 0.085, 0.083, 0.099, 0.125, 0.091, 0.106, 0.097, 0.096, -0.146, -1.095, 0.876, -1.192, -1.195, 0.469, 0.870, 0.462, -0.083, -0.211, -0.053, -0.218, -0.069, -0.420, 0.058, -0.134, -0.027, -0.050, -0.135, 0.073, -0.069, 0.068, 0.067, 0.063, 0.115, 0.109, 0.111, 0.058, 0.061, 0.075, 0.066, 0.115, 0.099, 0.090, 0.121]}



[4]
{"formula": "C32H31BF4N3OP2Pd", "method": "wB97M-V/def2-TZVPD", "e_above_lowest_kcal_mol": 0.3, "multiplicity": 1, "total_charge": -1, "gap_ha": 0.23946, "species": ["Pd", "C", "C", "O", "N", "C", "C", "C", "C", "C", "C", "N", "H", "H", "H", "H", "H", "H", "H", "H", "H", "H", "N", "P", "C", "C", "C", "C", "C", "C", "C", "C", "C", "C", "C", "C", "P", "C", "C", "C", "C", "C", "C", "C", "C", "C", "C", "C", "C", "H", "H", "H", "H", "H", "H", "H", "H", "H", "H", "H", "H", "H", "H", "H", "H", "H", "H", "H", "H", "H", "F", "B", "F", "F", "F"], "coordinates": [[-1.3091, 0.2517, -0.1029], [-2.5096, 4.2874, -0.9300], [-2.7714, 3.4836, 0.3272], [-2.1855, 3.6899, 1.3726], [-3.7418, 2.5396, 0.1920], [-3.9561, 1.4777, 1.1705], [-4.3462, 0.2271, 0.4266], [-5.6667, -0.2041, 0.4198], [-6.0219, -1.3047, -0.3414], [-5.0449, -1.9410, -1.0874], [-3.7513, -1.4511, -1.0306], [-3.4051, -0.3975, -0.2940], [-1.5855, 4.8427, -0.8029], [-3.3280, 4.9909, -1.0974], [-2.4208, 3.6360, -1.8004], [-4.1142, 2.3949, -0.7307], [-4.7411, 1.7391, 1.8827], [-3.0327, 1.3293, 1.7266], [-6.3961, 0.3189, 1.0233], [-7.0446, -1.6601, -0.3509], [-5.2682, -2.8073, -1.6945], [-2.9434, -1.9221, -1.5785], [1.5199, 0.0411, -1.3209], [0.6443, -1.4375, -1.5268], [1.7968, -2.2133, -2.7462], [1.9109, -3.6037, -2.8137], [2.6716, -4.2109, -3.8002], [3.3361, -3.4399, -4.7461], [3.2257, -2.0586, -4.6964], [2.4586, -1.4524, -3.7096], [1.0952, -2.4232, -0.0444], [2.4197, -2.6587, 0.3289], [2.7082, -3.3164, 1.5110], [1.6728, -3.7550, 2.3318], [0.3543, -3.5321, 1.9734], [0.0707, -2.8624, 0.7865], [0.7181, 1.0598, -0.1872], [1.6834, 0.8396, 1.3566], [3.0380, 1.1583, 1.4535], [3.7398, 0.8885, 2.6175], [3.0877, 0.3065, 3.7002], [1.7383, -0.0003, 3.6172], [1.0377, 0.2662, 2.4477], [1.3333, 2.7084, -0.6861], [1.9353, 2.9493, -1.9160], [2.3441, 4.2324, -2.2619], [2.1486, 5.2865, -1.3828], [1.5352, 5.0544, -0.1561], [1.1265, 3.7767, 0.1885], [2.5271, -0.0571, -1.2140], [1.4094, -4.2150, -2.0719], [2.7531, -5.2909, -3.8272], [3.9354, -3.9135, -5.5138], [3.7386, -1.4471, -5.4293], [2.3699, -0.3729, -3.6839], [3.2302, -2.3190, -0.3085], [3.7392, -3.4779, 1.8030], [1.9008, -4.2544, 3.2660], [-0.4607, -3.8312, 2.6181], [-0.9622, -2.6497, 0.5348], [3.5453, 1.6298, 0.6169], [4.7926, 1.1368, 2.6852], [3.6362, 0.0976, 4.6113], [1.2135, -0.4498, 4.4505], [-0.0181, 0.0256, 2.3861], [2.0757, 2.1257, -2.6053], [2.8160, 4.4068, -3.2215], [2.4676, 6.2862, -1.6512], [1.3705, 5.8741, 0.5328], [0.6285, 3.6035, 1.1374], [-1.3399, -1.2709, 4.3110], [-2.4966, -1.6089, 3.5886], [-2.3687, -1.1176, 2.2558], [-3.6319, -1.0260, 4.1676], [-2.6383, -3.0087, 3.5437]], "lowdin_charge": [0.261, -0.006, -0.569, 0.040, 0.055, -0.128, -0.266, -0.013, -0.065, -0.063, -0.124, 0.010, 0.068, 0.077, 0.075, 0.128, 0.124, 0.105, 0.112, 0.103, 0.100, 0.098, -0.415, 0.923, -0.377, -0.108, -0.098, -0.112, -0.103, -0.110, -0.400, -0.111, -0.093, -0.085, -0.058, -0.105, 0.784, -0.347, -0.104, -0.102, -0.096, -0.066, -0.084, -0.353, -0.100, -0.102, -0.108, -0.093, -0.104, 0.055, 0.103, 0.097, 0.092, 0.095, 0.084, 0.103, 0.096, 0.099, 0.102, 0.081, 0.101, 0.092, 0.094, 0.103, 0.077, 0.082, 0.094, 0.092, 0.101, 0.108, 0.093, -1.260, 0.048, 0.090, 0.081]}